(1)
Here is a cluster of 3 separate species, C3H9NO2 in total at a distorted geometry from OMol25. Energies are from ωB97M-V/def2-TZVPD.

Each atom is followed by the atoms it is bonded to, with distances in Å.
Element x y z (Å)
1 C 0.98 -1.00 0.86  C2 1.366, N4 1.370, H5 1.071
2 C 0.75 -2.34 0.88  C1 1.366, H6 1.093, H7 1.088
3 C 0.82 0.91 -0.38  N4 1.273, H8 1.091, H9 1.102
4 N 0.39 -0.26 -0.13  C1 1.370, C3 1.273
5 H 1.58 -0.45 1.56  C1 1.071
6 H 0.23 -2.88 0.08  C2 1.093
7 H 0.86 -2.91 1.80  C2 1.088
8 H 0.37 1.56 -1.13  C3 1.091
9 H 1.73 1.33 0.08  C3 1.102
10 H -1.91 -3.38 4.10  O12 0.958
11 H -2.91 -2.78 3.15  O12 0.968
12 O -2.69 -2.83 4.09  H10 0.958, H11 0.968
13 H -0.73 4.89 -4.58  O15 0.965
14 H 0.48 4.77 -5.49  O15 0.957
15 O 0.04 5.37 -4.89  H13 0.965, H14 0.957

Computed properties:
E_LUMO (alpha / beta): -6.2 / -9.2 eV
Energy: -324.528314 a.u.
HOMO-LUMO gap (alpha / beta): 7.32 / 4.38 eV
2S+1: 2
F_max: 2.3 eV/A
Net charge: +1
Relative energy (zero: lowest compared OMol25 entry of this formula, charge and spin): 2.646 eV

(2)
Here is a cluster of 2 separate species, C3H9NO2 in total at a distorted geometry from OMol25. Energies are from ωB97M-V/def2-TZVPD.

Each atom is followed by the atoms it is bonded to, with distances in Å.
Element x y z (Å)
1 C 2.27 -0.35 0.64  N2 1.426, H6 1.148, H7 1.098, H8 1.067
2 N 1.18 -1.23 0.38  C1 1.426, H3 1.011, H4 1.016
3 H 0.86 -1.24 -0.58  N2 1.011
4 H 1.47 -2.16 0.68  N2 1.016
5 H -2.84 0.33 -2.27  O12 0.961
6 H 1.95 0.76 0.64  C1 1.148
7 H 3.17 -0.66 0.11  C1 1.098
8 H 2.65 -0.34 1.64  C1 1.067
9 C -1.29 0.52 0.39  C10 1.488, H13 1.097, H14 1.096, H15 1.122
10 C -1.85 1.06 -0.88  C9 1.488, O11 1.200, O12 1.347
11 O -1.45 1.96 -1.57  C10 1.200
12 O -2.72 0.14 -1.34  H5 0.961, C10 1.347
13 H -0.50 -0.21 0.18  C9 1.097
14 H -2.02 0.00 1.02  C9 1.096
15 H -0.89 1.41 0.94  C9 1.122

Computed properties:
E_LUMO (alpha / beta): -3.9 / -9.6 eV
Energy: -324.569698 a.u.
HOMO-LUMO gap (alpha / beta): 10.34 / 4.51 eV
2S+1: 2
F_max: 3.7 eV/A
Net charge: +1
Relative energy (zero: lowest compared OMol25 entry of this formula, charge and spin): 1.520 eV

(3)
Here is a cluster of 2 separate species, C3H9NO2S in total at a distorted geometry from OMol25. Energies are from ωB97M-V/def2-TZVPD.

Each atom is followed by the atoms it is bonded to, with distances in Å.
Element x y z (Å)
1 C 1.32 0.34 -0.55  C2 1.536, N4 1.451, H7 1.090, H8 1.103
2 C 1.57 1.40 -1.62  C1 1.536, S3 1.872, H9 1.090, H10 1.095
3 S 3.27 1.35 -2.41  C2 1.872
4 N -0.07 -0.10 -0.52  C1 1.451, C5 1.455, H11 1.007
5 C -0.47 -0.95 0.59  N4 1.455, O6 1.370, H12 1.125, H13 1.091
6 O -1.71 -1.51 0.42  C5 1.370
7 H 1.97 -0.49 -0.84  C1 1.090
8 H 1.67 0.76 0.41  C1 1.103
9 H 1.42 2.43 -1.30  C2 1.090
10 H 0.93 1.22 -2.49  C2 1.095
11 H -0.72 0.64 -0.69  N4 1.007
12 H -0.51 -0.30 1.50  C5 1.125
13 H 0.30 -1.72 0.67  C5 1.091
14 H -2.70 -1.28 1.52  O16 1.053
15 H -2.87 -0.65 2.99  O16 0.965
16 O -3.37 -1.13 2.32  H14 1.053, H15 0.965

Computed properties:
E_LUMO: 6.0 eV
Energy: -723.069924 a.u.
HOMO-LUMO gap: 5.88 eV
F_max: 1.8 eV/A
Net charge: -2
Relative energy (zero: lowest compared OMol25 entry of this formula, charge and spin): 0.330 eV

(4)
Here is a cluster of 2 separate species, C3H9NO2S in total at a distorted geometry from OMol25. Energies are from ωB97M-V/def2-TZVPD.

Each atom is followed by the atoms it is bonded to, with distances in Å.
Element x y z (Å)
1 C -1.03 -0.18 -0.59  C2 1.561, N4 1.508, H7 1.094, H8 1.095
2 C -1.94 0.46 -1.68  C1 1.561, S3 1.839, H9 1.091, H10 1.123
3 S -3.66 0.33 -1.04  C2 1.839
4 N 0.43 0.11 -0.82  C1 1.508, C5 1.546, H11 1.015
5 C 1.33 -0.64 0.19  N4 1.546, O6 1.338, H12 1.132, H13 1.108
6 O 2.39 -0.03 0.73  C5 1.338
7 H -1.34 0.06 0.44  C1 1.094
8 H -1.18 -1.24 -0.80  C1 1.095
9 H -1.83 0.02 -2.67  C2 1.091
10 H -1.48 1.47 -1.86  C2 1.123
11 H 0.50 1.12 -0.81  N4 1.015
12 H 1.64 -1.55 -0.42  C5 1.132
13 H 0.66 -1.16 0.90  C5 1.108
14 H 2.04 0.01 2.08  O16 1.101
15 H 1.64 1.08 3.19  O16 0.972
16 O 1.84 0.13 3.16  H14 1.101, H15 0.972

Computed properties:
E_LUMO: 6.1 eV
Energy: -723.055448 a.u.
HOMO-LUMO gap: 5.88 eV
F_max: 2.3 eV/A
Net charge: -2
Relative energy (zero: lowest compared OMol25 entry of this formula, charge and spin): 0.724 eV

Question: What is the energy in the third record?
Answer: -723.069924 a.u.

Question: Which formula does entry 4 have?
Answer: C3H9NO2S

Question: Which formula does entry 1 have?
Answer: C3H9NO2